{"formula": "C17H16F3NO2S", "method": "the ωB97M-V functional and the def2-TZVPD basis", "total_energy_ha": -1560.474901, "e_above_lowest_ev": 0.301, "lumo_ha": 0.017, "charge": 0, "e_homo_ev": -9.04, "orbital_gap_ha": 0.34958, "symbols": ["O", "C", "N", "C", "C", "C", "C", "C", "C", "F", "F", "F", "C", "C", "S", "C", "C", "O", "C", "C", "C", "C", "C", "C", "H", "H", "H", "H", "H", "H", "H", "H", "H", "H", "H", "H", "H", "H", "H", "H"], "xyz": [[-1.549, 1.097, 0.800], [-0.873, 0.332, 0.153], [-0.743, -0.997, 0.392], [-1.309, -1.754, 1.416], [-2.133, -1.212, 2.400], [-2.659, -2.026, 3.387], [-2.381, -3.381, 3.414], [-1.558, -3.917, 2.432], [-1.277, -5.393, 2.452], [-2.352, -6.115, 2.077], [-0.944, -5.835, 3.676], [-0.280, -5.756, 1.633], [-1.023, -3.119, 1.436], [-0.106, 0.849, -1.076], [1.146, -0.338, -1.716], [1.226, 0.150, -3.471], [1.938, 1.486, -3.671], [3.256, 1.468, -3.203], [0.511, 2.178, -0.734], [-0.080, 3.359, -1.160], [0.485, 4.578, -0.828], [1.643, 4.624, -0.071], [2.231, 3.448, 0.363], [1.665, 2.229, 0.037], [-0.147, -1.516, -0.245], [-2.353, -0.157, 2.385], [-3.295, -1.596, 4.145], [-2.789, -4.018, 4.183], [-0.384, -3.550, 0.680], [-0.846, 0.970, -1.875], [1.790, -0.652, -3.945], [0.213, 0.174, -3.870], [1.999, 1.696, -4.743], [1.364, 2.292, -3.191], [3.244, 1.219, -2.268], [-0.986, 3.325, -1.747], [0.020, 5.492, -1.164], [2.086, 5.576, 0.182], [3.131, 3.478, 0.959], [2.120, 1.309, 0.376]], "lowdin_charge": [0.098, -0.465, 0.111, -0.195, 0.006, -0.052, -0.021, -0.121, -0.588, 0.139, 0.140, 0.136, 0.052, -0.405, 0.957, -0.418, -0.327, -0.070, -0.286, -0.042, -0.072, -0.082, -0.069, -0.059, 0.061, 0.102, 0.110, 0.121, 0.127, 0.126, 0.079, 0.082, 0.124, 0.103, 0.057, 0.120, 0.104, 0.102, 0.105, 0.108]}